Record 1
{
  "formula": "C5H13N2O2P",
  "method": "wB97M-V/def2-TZVPD",
  "elements": ["C", "N", "N", "C", "C", "C", "C", "P", "O", "O", "H", "H", "H", "H", "H", "H", "H", "H", "H", "H", "H", "H", "H"],
  "coordinates": [[1.44559, 1.92603, -0.02689], [1.01372, 0.61484, -0.45877], [-0.50635, 0.43863, -0.34926], [-0.92248, 0.12050, 0.94056], [-2.23845, -0.56972, 0.99225], [-2.35617, -1.00801, -0.50441], [-0.96125, -0.70235, -1.17745], [2.01314, -0.83201, -0.29515], [3.27610, -0.28796, -1.19895], [2.56948, -0.54971, 1.25913], [1.85962, 2.40857, -0.97064], [0.53052, 2.53328, 0.13143], [2.16453, 1.88273, 0.69677], [-0.96799, 1.00926, 1.45792], [-0.20775, -0.61595, 1.39869], [-2.96840, 0.30482, 1.26404], [-2.33254, -1.30632, 1.76598], [-2.70494, -1.97765, -0.52366], [-3.11365, -0.39423, -0.92422], [-0.25026, -1.52338, -1.10993], [-1.12196, -0.33379, -2.20030], [2.91095, 0.07422, -2.06574], [2.86854, -1.21178, 1.89859]],
  "atomic_forces_ev_per_a": [[-1.98, 1.05, -4.35], [-1.97, -2.30, 0.05], [2.15, -0.27, -2.86], [1.99, -2.34, 2.80], [-1.72, 2.95, -1.29], [1.12, 1.40, 0.93], [-1.48, 0.76, 0.39], [-0.89, 1.21, 1.05], [-0.52, 0.68, -1.11], [0.25, 0.45, -0.46], [0.05, -0.17, 1.25], [0.71, -0.40, 0.66], [1.56, 0.21, 2.23], [0.38, 1.79, 1.87], [-0.04, 0.80, 0.05], [0.58, -1.96, -0.68], [0.14, -0.53, 0.08], [-0.38, -2.31, -0.59], [-0.55, 0.53, -0.75], [-0.26, -0.26, -0.22], [0.34, -0.47, 0.15], [0.68, -0.64, 1.65], [-0.17, -0.17, -0.85]],
  "homo_ev": -8.285,
  "e_lumo_ev": 0.78,
  "smiles": "CN(N1CCCC1)P(O)O",
  "e_above_lowest_kj_mol": 309.8,
  "total_energy_ha": -799.60858
}



Record 2
{
  "formula": "C18H38N3O2PSiTi",
  "method": "wB97M-V/def2-TZVPD",
  "elements": ["Ti", "Si", "P", "N", "H", "C", "H", "H", "H", "C", "H", "H", "H", "C", "H", "H", "H", "C", "H", "H", "H", "H", "H", "C", "C", "C", "C", "C", "C", "H", "H", "H", "H", "H", "C", "O", "C", "H", "H", "H", "C", "H", "H", "H", "C", "N", "C", "C", "O", "N", "C", "C", "H", "H", "H", "H", "H", "H", "H", "H", "H", "H", "H", "H"],
  "coordinates": [[-0.17224, -0.27800, -0.21541], [0.37588, -2.33299, -1.82031], [1.10995, 1.41995, -2.22962], [-1.87317, -0.35803, -0.80542], [2.87231, 1.33606, -1.22774], [1.14421, 3.21015, -2.55294], [1.26097, 3.37577, -3.61486], [1.97681, 3.65866, -2.02248], [0.22423, 3.69489, -2.22790], [2.20710, 0.68784, -3.49769], [2.21933, 1.33004, -4.36791], [1.87531, -0.30762, -3.77740], [3.20938, 0.62503, -3.08660], [-0.52633, 1.14454, -3.20032], [-0.44886, 1.62958, -4.20132], [-1.38877, 1.58935, -2.66483], [-0.74974, 0.07014, -3.35355], [2.04131, -3.23350, -2.11111], [2.52151, -3.39326, -1.16144], [2.63572, -2.62813, -2.76893], [1.79164, -4.17548, -2.57658], [-0.48892, -3.41081, -1.11690], [-0.07033, -2.05733, -3.21674], [-3.17563, -0.27720, -1.07242], [-5.36836, 0.83797, -0.72624], [-3.99541, 0.77794, -0.49585], [-3.83053, -1.22377, -1.92954], [-5.19433, -1.16760, -2.16203], [-5.97163, -0.14829, -1.56037], [-5.97438, 1.64146, -0.26966], [-3.48013, 1.51138, 0.13468], [-3.19007, -1.97564, -2.36367], [-5.67686, -1.91607, -2.81964], [-7.05150, -0.11743, -1.72403], [2.78127, 0.22440, -0.40580], [1.78103, -0.77056, -0.31805], [2.92042, 0.89720, 0.96833], [3.95940, 1.26672, 0.99967], [2.71224, 0.25931, 1.85845], [2.21697, 1.75377, 0.96001], [4.09453, -0.48827, -0.85859], [4.77306, 0.37135, -1.00676], [3.95542, -1.06207, -1.80524], [4.51271, -1.15745, -0.06102], [-0.35987, 2.35603, 2.72780], [-0.24350, 1.16028, 3.55261], [-0.16762, 1.38458, 4.99174], [-0.18606, -0.00097, 2.89980], [-0.28874, 0.05756, 1.59071], [0.02765, -1.21917, 3.42746], [-0.03430, -1.60331, 4.83031], [0.09998, -2.32892, 2.50048], [-0.53911, 3.21291, 3.36426], [-1.20655, 2.27249, 2.01665], [0.54571, 2.54322, 2.14638], [-0.93598, 0.82817, 5.51841], [0.81554, 1.14868, 5.38825], [-0.34145, 2.44721, 5.16989], [-1.06146, -1.83200, 5.16483], [0.56260, -2.52523, 4.94277], [0.39785, -0.85822, 5.48080], [-0.79387, -2.37763, 1.84406], [0.99280, -2.25325, 1.85436], [0.17084, -3.24641, 3.06422]],
  "atomic_forces_ev_per_a": [[-1.21, -1.58, -5.05], [-0.95, -0.60, 1.45], [-4.17, -0.78, -1.12], [2.80, 1.11, 1.47], [-0.80, -2.96, 2.19], [0.52, 0.15, 0.27], [0.06, 0.14, -0.33], [0.20, 0.29, 0.03], [-0.03, -0.22, 0.11], [0.33, 0.18, 0.51], [-0.06, 0.11, -0.30], [-0.16, -0.07, 0.06], [0.21, -0.08, -0.23], [0.21, 0.32, -0.49], [-0.05, -0.26, 0.49], [0.55, -0.23, -0.18], [0.23, 0.61, 0.22], [-1.22, 0.61, 0.39], [0.44, -0.09, 0.27], [0.56, 0.13, -0.29], [0.11, -0.33, -0.21], [0.22, 0.11, -0.76], [-0.30, -0.13, -0.06], [-2.40, 0.25, -0.47], [0.00, -0.83, -0.66], [0.54, -0.82, -0.45], [0.41, 0.82, 0.73], [-0.61, 0.55, 0.27], [0.31, 0.22, 0.28], [0.35, -0.57, -0.33], [-0.23, -0.24, -0.21], [-0.05, -0.21, -0.13], [0.31, 0.55, 0.48], [0.35, -0.01, -0.01], [1.95, -1.11, 0.77], [1.29, 3.10, -1.05], [0.29, 0.69, -0.45], [-0.41, 0.21, 0.44], [0.16, 0.15, -0.85], [0.37, -0.27, 0.35], [-0.05, 0.65, 0.40], [0.35, -0.71, -0.18], [0.10, 0.50, 0.81], [-0.47, 0.46, -0.68], [-0.59, 0.28, -0.96], [-0.16, 0.42, 0.17], [-0.02, 0.10, -0.01], [0.19, -0.53, -2.34], [0.21, 0.30, 4.99], [-0.22, 0.47, 0.37], [0.04, -0.54, 0.34], [-0.11, -0.32, -1.37], [-0.02, 0.02, 0.11], [0.49, -0.01, 0.41], [-0.04, -0.10, 0.07], [-0.02, -0.04, 0.11], [0.11, -0.05, 0.08], [0.00, -0.26, -0.02], [0.30, 0.13, -0.20], [-0.27, 0.51, 0.01], [0.03, -0.02, 0.05], [0.45, -0.04, 0.39], [-0.35, 0.05, 0.21], [-0.06, -0.18, 0.10]],
  "homo_ev": [-6.014, -6.021],
  "e_lumo_ev": [0.01, 0.01],
  "e_above_lowest_kj_mol": 181.7,
  "total_energy_ha": -2503.58853
}